[1]
Here is C21H42AgBr2F3FeO8S as an isolated structure at a distorted geometry from the OMol25 dataset. Energies are from the ωB97M-V functional and the def2-TZVPD basis.

## Properties
Lowest unoccupied orbital energy (spin up / spin down) in eV: 0.003 / -0.109
Orbital gap (spin up / spin down) in eV: 7.9002 / 7.7583
Total energy in eV: -236295.074
F_max in Eh/bohr: 0.0570

Structure (ORCA input):
```
! wB97M-V def2-TZVPD RIJCOSX def2/J DEFGRID3
* xyz 0 5
Ag 1.843 0.540 -1.771
Br 2.678 -0.302 3.950
Br 0.656 -4.068 5.791
Fe -2.177 -0.241 -1.749
S 0.189 -2.317 -3.207
F -0.811 -3.086 -5.541
F 1.341 -3.217 -5.452
F 0.475 -1.267 -5.635
O -0.479 0.279 -0.681
O -3.599 1.297 -0.637
O -1.004 -1.512 -2.938
O -3.396 -1.844 -1.262
O -0.028 -3.684 -2.780
O 1.472 -1.769 -2.779
O 3.410 -0.396 -0.408
O 2.433 2.804 -1.585
C 5.111 -0.807 1.040
C -0.174 -1.518 0.999
C -3.867 -2.941 0.876
C -5.002 2.254 1.073
C -0.462 -0.038 0.671
C 2.986 3.751 -2.485
C 2.185 -1.734 5.162
C 4.398 0.319 0.321
C -4.355 -2.063 -0.282
C 5.180 -1.865 -0.042
C -5.671 -2.626 -0.812
C 0.296 -2.484 -5.116
C 2.854 4.641 -0.213
C 1.868 3.480 -0.455
C 3.835 -1.740 -0.770
C 3.525 4.843 -1.553
C 0.330 0.896 1.591
C 1.653 -3.006 4.500
C -3.605 1.698 0.746
C -5.453 2.755 -0.311
C -4.823 1.720 -1.255
H 3.172 -2.478 -0.327
H 3.947 -1.776 -1.849
H 0.985 -2.776 3.675
H -4.634 2.255 -2.185
H -5.513 -3.652 -1.144
H 3.565 4.305 0.543
H 6.098 -0.485 1.383
H -2.921 2.543 0.816
H 2.170 4.170 -3.085
H -6.056 -2.002 -1.621
H -5.013 3.051 1.812
H -3.959 -3.998 0.621
H 3.348 5.807 -2.035
H 1.385 0.912 1.287
H 3.753 3.337 -3.134
H 4.611 -1.184 1.931
H 6.032 -1.691 -0.709
H 0.020 1.939 1.468
H -0.908 -2.134 0.485
H 2.317 5.480 0.230
H -3.484 0.857 1.424
H 1.746 2.911 0.460
H 0.862 -1.796 0.775
H -4.954 3.696 -0.555
H 1.434 -1.295 5.813
H -5.476 0.851 -1.353
H 2.465 -3.655 4.186
H 4.613 4.757 -1.580
H -6.443 -2.584 -0.040
H -4.426 -2.712 1.788
H 0.902 3.858 -0.801
H 0.275 0.709 2.661
H -4.532 -1.092 0.217
H -5.684 1.450 1.351
H 3.944 1.098 0.935
H -1.496 0.128 1.012
H -6.524 2.841 -0.479
H -0.169 -1.671 2.083
H -2.847 -2.690 1.168
H 3.011 -2.006 5.817
H 5.471 -2.861 0.295
H 5.104 0.831 -0.343
*
```

Computed Löwdin charges, given in elementary charges: number 1, Ag, carries 0.8056; number 2, Br, carries 0.7139; number 3, Br, carries 0.6299; number 4, Fe, carries 0.9721; number 5, S, carries 0.5343; number 6, F, carries 0.1464; number 7, F, carries 0.1474; number 8, F, carries 0.1206; number 9, O, carries -0.3482; number 10, O, carries -0.2205; number 11, O, carries -0.3773; number 12, O, carries -0.3007; number 13, O, carries -0.2880; number 14, O, carries -0.3626; number 15, O, carries -0.2579; number 16, O, carries -0.2454; number 17, C, carries -0.1812; number 18, C, carries -0.0305; number 19, C, carries -0.0612; number 20, C, carries -0.1475; number 21, C, carries -0.5781; number 22, C, carries -0.1815; number 23, C, carries -0.6970; number 24, C, carries -0.2018; number 25, C, carries -0.6087; number 26, C, carries -0.1672; number 27, C, carries -0.0691; number 28, C, carries -0.6632; number 29, C, carries -0.1461; number 30, C, carries -0.1713; number 31, C, carries -0.1482; number 32, C, carries -0.1629; number 33, C, carries -0.0974; number 34, C, carries -0.6757; number 35, C, carries -0.1797; number 36, C, carries -0.1585; number 37, C, carries -0.1849; number 38, H, carries 0.1244; number 39, H, carries 0.1135; number 40, H, carries 0.0270; number 41, H, carries 0.1211; number 42, H, carries 0.0771; number 43, H, carries 0.1087; number 44, H, carries 0.1183; number 45, H, carries 0.1287; number 46, H, carries 0.1224; number 47, H, carries 0.0642; number 48, H, carries 0.1132; number 49, H, carries 0.0766; number 50, H, carries 0.1113; number 51, H, carries 0.0355; number 52, H, carries 0.1254; number 53, H, carries 0.0609; number 54, H, carries 0.1118; number 55, H, carries 0.0641; number 56, H, carries 0.0642; number 57, H, carries 0.1145; number 58, H, carries 0.1164; number 59, H, carries 0.0920; number 60, H, carries 0.0710; number 61, H, carries 0.1115; number 62, H, carries 0.0366; number 63, H, carries 0.1219; number 64, H, carries 0.0537; number 65, H, carries 0.1088; number 66, H, carries 0.0721; number 67, H, carries 0.0725; number 68, H, carries 0.1288; number 69, H, carries 0.0368; number 70, H, carries 0.0978; number 71, H, carries 0.1139; number 72, H, carries 0.1118; number 73, H, carries 0.0930; number 74, H, carries 0.1154; number 75, H, carries 0.0583; number 76, H, carries 0.0495; number 77, H, carries 0.0581; number 78, H, carries 0.1153; number 79, H, carries 0.1241

[2]
Here is an isolated ion of composition C3H7IN and charge +1 at a distorted geometry from the OMol25 dataset. Energies are from the ωB97M-V functional and the def2-TZVPD basis.

## Properties
Lowest unoccupied orbital energy in eV: -4.086
SMILES string: C[N@H+]1C[C@@H]1I
Energy relative to the best compared isomer or geometry (same formula, charge and spin) in eV: 2.3226
Orbital gap in eV: 10.1337
Total energy in eV: -12806.166
F_max in Eh/bohr: 0.0669

Structure (ORCA input):
```
! wB97M-V def2-TZVPD RIJCOSX def2/J DEFGRID3
* xyz 1 1
I 0.364 1.765 2.258
N 0.019 0.333 -0.235
C -1.319 0.007 0.242
C 0.955 -0.494 -1.075
C -0.205 0.044 1.205
H 0.119 -0.886 1.717
H 0.340 1.337 -0.418
H -1.836 -1.036 -0.015
H 0.356 -1.391 -1.352
H 1.332 -0.065 -2.023
H 1.834 -0.591 -0.432
H -1.959 0.976 0.130
*
```

Computed natural (NBO) charges, given in elementary charges: number 1, I, carries 0.2534; number 2, N, carries -0.4005; number 3, C, carries -0.2469; number 4, C, carries -0.4283; number 5, C, carries -0.2284; number 6, H, carries 0.2863; number 7, H, carries 0.4676; number 8, H, carries 0.2913; number 9, H, carries 0.2382; number 10, H, carries 0.2598; number 11, H, carries 0.2377; number 12, H, carries 0.2697

[3]
Here is a 2-piece molecular cluster, CH2N2 overall at a distorted geometry from the OMol25 dataset. Energies are from the ωB97M-V functional and the def2-TZVPD basis.

## Properties
Lowest unoccupied orbital energy (spin up / spin down) in eV: -3.355 / -2.282
Energy relative to the best compared isomer or geometry (same formula, charge and spin) in eV: 4.7689
Orbital gap (spin up / spin down) in eV: 8.9262 / 10.0734
Total energy in eV: -4044.246
F_max in Eh/bohr: 0.1195

Structure (ORCA input):
```
! wB97M-V def2-TZVPD RIJCOSX def2/J DEFGRID3
* xyz 0 1
N -2.312 0.207 -0.017
N 1.168 -0.408 -0.015
C -1.214 -0.046 0.024
H 1.223 0.095 0.870
H 1.135 0.152 -0.862
*
```

Computed natural (NBO) charges, given in elementary charges: number 1, N, carries -0.4512; number 2, N, carries -0.5411; number 3, C, carries 0.2893; number 4, H, carries 0.3515; number 5, H, carries 0.3515

[4]
Here is a single C5H11NO2 molecule at a distorted geometry from the OMol25 dataset. Energies are from the ωB97M-V functional and the def2-TZVPD basis.

## Properties
Lowest unoccupied orbital energy (spin up / spin down) in eV: -1.088 / -1.088
Energy relative to the best compared isomer or geometry (same formula, charge and spin) in eV: 4.1664
Orbital gap (spin up / spin down) in eV: 7.4216 / 7.4223
Total energy in eV: -10945.101
F_max in Eh/bohr: 0.0521

Structure (ORCA input):
```
! wB97M-V def2-TZVPD RIJCOSX def2/J DEFGRID3
* xyz 0 1
O -1.735 0.009 0.876
O -0.892 -1.586 -0.736
N 0.763 0.188 -2.196
C -0.171 0.666 -1.179
C 0.107 -1.818 1.897
C -0.572 -0.474 -0.194
C 0.185 -0.620 1.057
C 0.378 1.948 -0.555
H 1.044 -2.381 1.782
H 0.067 -1.529 2.953
H -0.733 -2.449 1.619
H 0.965 0.095 1.325
H -1.994 0.895 0.581
H -0.267 2.342 0.233
H -1.110 0.905 -1.691
H 0.496 2.713 -1.323
H 0.424 -0.706 -2.543
H 1.678 0.016 -1.788
H 1.368 1.784 -0.117
*
```

Computed natural (NBO) charges, given in elementary charges: number 1, O, carries -0.7324; number 2, O, carries -0.7520; number 3, N, carries -0.8187; number 4, C, carries -0.1064; number 5, C, carries -0.7191; number 6, C, carries 0.4198; number 7, C, carries 0.3075; number 8, C, carries -0.6231; number 9, H, carries 0.2717; number 10, H, carries 0.2483; number 11, H, carries 0.2772; number 12, H, carries 0.1934; number 13, H, carries 0.4755; number 14, H, carries 0.2033; number 15, H, carries 0.2018; number 16, H, carries 0.2338; number 17, H, carries 0.3886; number 18, H, carries 0.3402; number 19, H, carries 0.1907

- Look up the F_max of the third one.
  0.1195 Eh/bohr

- Among the records above, which one has the highest total energy?
  CH2N2